DFT (wB97M-V/def2-TZVPD) results for an isolated molecule of C5H11NO2.

The strongest force on any atom comes out at 5.04 eV/Å. The energy relative to the best compared isomer or geometry (same formula, charge and spin) is 291.4 kJ/mol. As for the structure (SMILES): C/C(N)=C/CC(O)O. As for the charge: 0. Its highest occupied orbital energy is -7.3 eV. For the total energy, the calculation gives -402.26716 Ha.

Last column: natural (NBO) charge in e.
CARTESIAN COORDINATES (ANGSTROEM)
C -2.3248 0.1320 1.0001  -0.63
C -0.9575 0.5342 0.5362  0.13
N -0.8993 1.7704 -0.1078  -0.83
C 0.1575 -0.1698 0.8716  -0.29
C 1.5589 0.2244 0.6133  -0.43
C 1.4408 -0.9698 -0.6794  0.39
O 0.3870 -1.5357 -1.4063  -0.70
O 2.3458 -0.4018 -1.5872  -0.74
H -3.0297 0.0656 0.1660  0.20
H -2.3011 -0.8309 1.5054  0.22
H -2.7235 0.8718 1.7006  0.22
H -0.0962 1.8965 -0.7058  0.37
H -1.7588 2.0619 -0.5493  0.37
H 0.0170 -1.0651 1.4616  0.21
H 2.3045 -0.1739 1.2924  0.23
H 1.7179 1.2097 0.1882  0.21
H 1.8836 -1.8364 -0.1786  0.13
H -0.1377 -0.8022 -1.7645  0.47
H 2.4158 -0.9808 -2.3564  0.47